Run 1
DFT (ωB97M-V/def2-TZVPD) results for a cluster of 2 separate species, C3H10N3O in total.

```
17
Properties=species:S:1:pos:R:3:lowdin_charge:R:1
O 2.01 -1.05 -0.04 0.0157
C 1.93 -1.03 1.17 -0.2629
C 0.69 -1.42 1.93 -0.0342
H 2.79 -0.64 1.74 0.1355
H -0.07 -0.64 1.84 0.0791
H 0.91 -1.54 2.99 0.0851
H 0.30 -2.35 1.51 0.1040
N -0.12 -0.02 -1.27 0.1545
C -1.09 0.83 -0.88 -0.3854
N -2.47 0.53 -0.83 0.1325
N -0.75 2.00 -0.35 0.2505
H 0.56 0.36 -1.93 0.1306
H 0.42 -0.54 -0.53 0.0785
H -3.01 1.21 -1.36 0.1194
H -2.81 0.57 0.13 0.1096
H -1.46 2.57 0.10 0.1416
H 0.21 2.15 -0.06 0.1460
```

Summary:
Total charge = +1
HOMO level = -0.5216 Ha
Lowest unoccupied orbital energy = -4.990 eV



Run 2
DFT (ωB97M-V/def2-TZVPD) results for a cluster of 2 separate species, C3H10N3O in total.

```
17
Properties=species:S:1:pos:R:3:lowdin_charge:R:1
N 2.38 -0.17 -1.71 0.1250
C 1.41 0.68 -2.10 -0.3002
N 0.44 1.06 -1.35 0.0469
H 2.29 -0.77 -0.92 0.1023
H 3.18 -0.31 -2.30 0.1098
H 1.51 1.01 -3.13 0.1392
H -0.26 1.53 -1.92 0.0766
O -2.35 -0.16 2.93 0.1023
C -2.12 -0.96 2.08 -0.2289
C -1.09 -0.73 0.99 -0.1236
N -0.28 0.50 1.17 0.1455
H -2.69 -1.90 1.96 0.1392
H -0.45 -1.59 0.79 0.1360
H -1.70 -0.59 0.09 0.1397
H 0.59 0.35 1.66 0.1636
H -0.05 0.83 0.15 0.0668
H -0.84 1.23 1.62 0.1599
```

Summary:
Total charge = +1
HOMO level = -0.5114 Ha
Lowest unoccupied orbital energy = -3.095 eV



Tell me which of them is the most stable. Sure, it is run 2.



Run 1
DFT (ωB97M-V/def2-TZVPD) results for the ion C5H9N2S2 with charge +1.

```
18
Properties=species:S:1:pos:R:3:lowdin_charge:R:1
C -0.48 -0.93 1.14 -0.0380
C 0.73 -1.42 1.59 -0.0980
C -0.62 -0.17 0.04 -0.3246
C 2.27 -0.26 0.12 -1.0025
C -1.89 0.08 -0.79 -0.0105
N 1.87 -1.18 1.01 0.0071
N 0.45 0.52 -0.48 0.0710
S 3.05 -0.89 -1.36 0.8480
S 2.87 1.31 0.80 0.8533
H -1.52 -1.40 1.60 0.1970
H 0.74 -2.15 2.45 0.1575
H -1.81 -0.11 -1.90 0.1145
H -2.23 1.20 -0.56 0.1466
H -2.62 -0.63 -0.40 0.0738
H 0.37 0.67 -1.42 0.0885
H 0.74 1.41 0.00 0.1024
H 3.99 0.07 -1.50 -0.1098
H 1.95 1.27 1.79 -0.0766
```

Summary:
Total charge = +1
HOMO level = -0.5016 Ha
Lowest unoccupied orbital energy = -4.791 eV



Run 2
DFT (ωB97M-V/def2-TZVPD) results for the ion C5H9N2S2 with charge +1.

```
18
Properties=species:S:1:pos:R:3:lowdin_charge:R:1
C 0.98 -0.41 1.11 -0.0095
C -0.27 -0.87 1.55 -0.0550
C 1.31 -0.05 -0.20 -0.2393
C -2.10 -0.05 0.20 -1.0962
C 2.58 0.73 -0.57 0.0509
N -1.41 -0.81 0.94 -0.0012
N 0.29 -0.13 -1.11 0.1700
S -1.87 1.69 0.23 0.8769
S -3.29 -0.78 -0.86 0.8519
H 1.69 -0.48 1.81 0.0744
H -0.20 -1.27 2.46 0.0977
H 2.95 1.17 0.41 0.1335
H 2.24 1.34 -1.27 0.0416
H 3.27 -0.02 -0.76 0.0829
H 0.48 0.33 -2.01 0.1511
H -0.49 -0.68 -1.04 0.0369
H -2.48 1.94 -0.96 -0.0855
H -3.72 -1.65 0.06 -0.0809
```

Summary:
Total charge = +1
HOMO level = -0.4802 Ha
Lowest unoccupied orbital energy = -4.996 eV



Tell me which of them is the most stable. Sure, it is run 2.



Run 1
DFT (ωB97M-V/def2-TZVPD) results for a cluster of 2 separate species, C5H6O in total.

```
12
Properties=species:S:1:pos:R:3:lowdin_charge:R:1
C 2.76 -0.61 -1.69 -0.0112
C 0.72 -0.39 -0.06 -0.0479
C -0.02 -0.59 1.24 -0.2171
C -0.37 0.48 -0.60 -0.2198
C -1.21 0.17 0.72 -0.1954
O 2.44 0.11 -2.50 0.0261
H -0.02 -1.44 1.85 0.0748
H 0.58 0.28 1.80 0.1483
H -0.41 1.47 -1.16 0.1169
H -0.75 -0.26 -1.37 0.1107
H -2.18 -0.30 0.47 0.1031
H -1.53 1.08 1.30 0.1116
```

Summary:
Spin multiplicity = 3
⟨S²⟩ = 2.007
Total charge = 0
HOMO level (spin up / spin down) = -0.2618 / -0.4110 Ha
Lowest unoccupied orbital energy (spin up / spin down) = 1.119 / -0.522 eV



Run 2
DFT (ωB97M-V/def2-TZVPD) results for the molecule C5H6O.

```
12
Properties=species:S:1:pos:R:3:lowdin_charge:R:1
C -0.61 1.05 0.56 -0.0663
C -1.07 0.61 1.68 -0.0318
C 1.27 -1.27 -0.54 -0.3202
C -0.06 0.89 -0.80 -0.1920
C 0.10 -0.60 -0.97 -0.0078
O 1.43 -2.49 -0.56 0.0348
H -1.17 -0.44 1.96 0.0618
H -1.36 1.30 2.46 0.0503
H 2.11 -0.61 -0.24 0.1253
H -0.73 1.33 -1.54 0.1140
H 0.90 1.41 -0.86 0.1115
H -0.79 -1.18 -1.16 0.1205
```

Summary:
Spin multiplicity = 3
⟨S²⟩ = 2.028
Total charge = 0
HOMO level (spin up / spin down) = -0.2872 / -0.3650 Ha
Lowest unoccupied orbital energy (spin up / spin down) = 0.959 / -1.687 eV



Tell me which of them is the most stable. Sure, it is run 2.



Run 1
DFT (ωB97M-V/def2-TZVPD) results for the ion C2H8N4O with charge +2.

```
15
Properties=species:S:1:pos:R:3:lowdin_charge:R:1
N -2.09 0.76 0.19 0.2138
N -1.10 0.21 -0.70 -0.0402
N -0.77 -1.11 -0.40 0.0472
C 0.43 -1.32 0.11 -0.0839
N 1.13 -0.35 0.33 0.1848
C 2.20 0.36 0.45 -0.1074
O 3.02 0.51 -0.53 0.2147
H -3.04 0.47 0.06 0.1651
H -2.14 1.80 0.31 0.2045
H -1.77 0.21 1.18 0.2882
H -1.09 0.55 -1.64 0.1752
H -1.40 -1.81 -0.80 0.1897
H 0.59 -2.34 0.36 0.1758
H 2.32 0.88 1.43 0.1951
H 3.71 1.17 -0.35 0.1775
```

Summary:
Total charge = +2
HOMO level = -0.7279 Ha
Lowest unoccupied orbital energy = -7.803 eV
Structure (SMILES) = [NH3+]N/[NH+]=C\N=C/O



Run 2
DFT (ωB97M-V/def2-TZVPD) results for the ion C2H8N4O with charge +2.

```
15
Properties=species:S:1:pos:R:3:lowdin_charge:R:1
C 2.79 -0.63 0.33 0.1696
N 1.94 0.18 0.05 0.1004
C 1.10 0.88 -0.61 -0.0149
N -0.20 0.75 -0.30 -0.0232
O -1.19 1.36 -1.09 0.0777
N -0.78 -0.69 0.44 0.1168
N -2.13 -0.49 0.46 0.1463
H 3.10 -1.43 -0.42 0.1681
H 3.17 -0.57 1.35 0.1384
H 1.56 1.74 -1.03 0.1943
H -1.37 0.83 -1.87 0.1337
H -0.35 -0.60 1.38 0.1675
H -2.64 -1.18 1.04 0.2246
H -2.48 -0.60 -0.49 0.1840
H -2.51 0.45 0.77 0.2168
```

Summary:
Total charge = +2
HOMO level = -0.7045 Ha
Lowest unoccupied orbital energy = -9.086 eV
Structure (SMILES) = C=N/C=[N+](/O)N[NH3+]



Tell me which of them is the most stable. Sure, it is run 1.



Run 1
DFT (ωB97M-V/def2-TZVPD) results for the ion C9H19N2 with charge +1.

```
30
Properties=species:S:1:pos:R:3:lowdin_charge:R:1
C -1.69 2.26 0.40 -0.0376
C -1.56 0.95 -0.28 -0.0997
N -2.12 -0.20 0.12 -0.1328
C -2.60 -1.09 -0.90 -0.0026
C -1.57 -0.78 1.27 -0.0060
C -0.27 -0.49 1.56 -0.0677
N 0.37 0.32 0.68 0.0258
C 1.56 -0.26 -0.03 -0.5600
C 2.77 -0.31 0.89 -0.0220
C 1.27 -1.63 -0.64 -0.0151
C 1.93 0.79 -1.12 -0.0181
H -1.91 2.37 1.50 0.1218
H -2.69 2.61 -0.07 0.1456
H -1.00 3.02 0.27 0.0674
H -1.58 1.21 -1.33 0.1434
H -1.73 -1.15 -1.64 0.1184
H -2.77 -2.02 -0.55 0.0559
H -3.54 -0.80 -1.40 0.1196
H -2.17 -1.58 1.60 0.1222
H 0.26 -1.01 2.37 0.1479
H 0.19 1.30 0.77 0.1039
H 2.86 0.71 1.24 0.0954
H 2.72 -1.03 1.70 0.0930
H 3.59 -0.51 0.33 0.0605
H 1.19 -2.50 -0.02 0.0832
H 1.99 -1.73 -1.49 0.1098
H 0.27 -1.56 -1.18 0.0840
H 2.91 0.46 -1.57 0.1190
H 1.16 0.98 -1.88 0.0923
H 2.16 1.64 -0.60 0.0524
```

Summary:
Total charge = +1
HOMO level = -0.4984 Ha
Lowest unoccupied orbital energy = -3.921 eV
Structure (SMILES) = C/C=[N+](C)\C=C/NC(C)(C)C



Run 2
DFT (ωB97M-V/def2-TZVPD) results for a cluster of 2 separate species, C9H19N2 in total.

```
30
Properties=species:S:1:pos:R:3:lowdin_charge:R:1
C -0.88 0.79 0.43 -0.1451
C 2.34 0.94 0.74 -0.0223
C 1.32 0.85 -0.40 -0.0622
C 1.91 -0.34 0.25 -0.5735
C 1.40 1.49 -1.79 -0.0167
C 1.12 -1.32 1.11 -0.0299
C 2.67 -1.16 -0.75 -0.0472
C -3.43 -1.06 0.25 -0.0465
C -3.12 0.35 -0.38 -0.1956
N -1.14 1.01 1.71 0.1932
N -1.69 0.50 -0.51 0.0132
H 3.33 1.40 0.68 0.1316
H 1.92 1.13 1.73 0.1140
H 0.60 1.19 -2.43 0.0560
H 2.34 1.33 -2.25 0.0782
H 1.23 2.61 -1.73 0.1129
H 1.93 -1.98 1.63 0.1365
H 0.47 -1.89 0.31 0.1249
H 0.32 -1.03 1.73 0.0297
H 1.93 -1.68 -1.45 0.1206
H 3.18 -2.06 -0.37 0.0911
H 3.44 -0.61 -1.30 0.0910
H -4.36 -1.51 -0.08 0.0769
H -2.61 -1.61 -0.18 0.0687
H -3.45 -0.92 1.32 0.0656
H -3.53 1.08 0.25 0.0979
H -3.51 0.26 -1.44 0.1477
H -0.38 1.20 2.34 0.1121
H -2.05 0.83 2.03 0.0933
H -1.33 0.19 -1.46 0.1837
```

Summary:
Total charge = +1
HOMO level = -0.4911 Ha
Lowest unoccupied orbital energy = -3.667 eV



Tell me which of them is the most stable. Sure, it is run 1.



Run 1
DFT (ωB97M-V/def2-TZVPD) results for the molecule C3H4P2.

```
9
Properties=species:S:1:pos:R:3:lowdin_charge:R:1
H 0.37 0.36 2.39 -0.1118
P 1.67 -0.13 1.74 0.7700
C 1.00 -0.72 0.24 -0.5294
C -0.24 -0.22 -0.23 -0.6919
P -1.43 1.16 -0.03 0.8364
C -1.13 -0.25 -1.18 -0.2716
H 1.77 -1.25 -0.43 0.0647
H -0.52 2.03 -0.69 -0.1116
H -1.51 -1.00 -1.81 0.0453
```

Summary:
Total charge = 0
HOMO level = -0.3099 Ha
Lowest unoccupied orbital energy = -0.832 eV
Structure (SMILES) = [H]/P=C\C1=[PH]=C1



Run 2
DFT (ωB97M-V/def2-TZVPD) results for the molecule C3H4P2.

```
9
Properties=species:S:1:pos:R:3:lowdin_charge:R:1
C -0.37 -1.22 -0.73 -0.4708
P -1.78 -1.08 0.48 0.7710
P -1.75 1.04 -0.48 0.7451
C -0.23 1.26 0.73 -0.3438
C -0.31 0.02 0.03 -0.8859
H -0.50 -1.01 -1.74 0.0205
H 0.52 -1.85 -0.62 0.0699
H -0.57 1.12 1.70 0.0078
H 0.35 2.20 0.49 0.0861
```

Summary:
Total charge = 0
HOMO level = -0.2879 Ha
Lowest unoccupied orbital energy = 0.371 eV
Structure (SMILES) = C1P2#P3CC123



Tell me which of them is the most stable. Sure, it is run 2.